A 2-piece molecular cluster, C2H7NO overall at a distorted geometry. Source: the OMol25 dataset; level of theory: wB97M-V/def2-TZVPD.

Output
E_HOMO = -0.339 hartree
Structure (SMILES) = C=O.CN
Gap between HOMO and LUMO = 9.98 eV
Charge = 0
Energy relative to the best compared isomer or geometry (same formula, charge and spin) = 151.8 kJ/mol

CARTESIAN COORDINATES (ANGSTROEM)
C (1.85724, 0.82763, 1.30079)
O (1.24456, 1.81874, 1.58985)
H (2.42921, 0.66683, 0.37216)
H (1.91870, -0.04332, 1.97888)
C (-1.35388, -0.43497, -1.23181)
N (-0.37676, -0.69051, -0.17588)
H (-1.56588, -1.31917, -1.83481)
H (-2.31861, -0.23547, -0.82992)
H (-1.08116, 0.43093, -1.82160)
H (0.09494, 0.15196, 0.08477)
H (-0.84838, -1.17265, 0.56758)

Cartesian forces (eV/Å) of the 6 atoms listed first:
C 0.3 -0.4 0.5
O 0.2 -0.1 -0.3
H -0.1 0.4 -0.2
H -0.1 0.1 0.1
C 0.0 -0.3 0.1
N 0.0 -0.6 -1.1

***

A 2-piece molecular cluster, H2NO4S overall at a distorted geometry. Source: the OMol25 dataset; level of theory: wB97M-V/def2-TZVPD.

Output
E_HOMO (alpha / beta) = -0.201 / -0.097 hartree
Gap between HOMO and LUMO (alpha / beta) = 9.50 / 6.44 eV
Charge = -1
Energy relative to the best compared isomer or geometry (same formula, charge and spin) = 249.5 kJ/mol

CARTESIAN COORDINATES (ANGSTROEM)
N (0.00168, -1.32919, -1.11545)
O (1.28957, 0.69458, 1.23428)
O (0.75069, 2.48210, -0.42217)
O (-1.07199, 1.38641, 0.94742)
O (-0.66567, -1.86957, 0.04581)
S (0.27836, 1.32783, 0.44836)
H (-0.67653, -0.82676, -1.76876)
H (0.09389, -1.86540, 0.63049)

Cartesian forces (eV/Å) of the 6 atoms listed first:
N -0.3 0.5 0.4
O 1.3 -0.4 1.9
O -0.8 -1.4 2.0
O -0.8 0.6 1.1
O 0.1 1.0 -2.1
S 0.3 0.7 -5.2

***

An isolated ion of composition C2H2FO3S and charge -1 at a distorted geometry. Source: the OMol25 dataset; level of theory: wB97M-V/def2-TZVPD.

Output
E_HOMO = -0.127 hartree
Gap between HOMO and LUMO = 7.45 eV
Charge = -1
Energy relative to the best compared isomer or geometry (same formula, charge and spin) = 68.6 kJ/mol

CARTESIAN COORDINATES (ANGSTROEM)
C (1.26250, -0.00490, 0.47583)
C (0.19199, 0.42124, -0.70763)
O (-1.11825, -0.97283, 1.33349)
O (1.96737, 0.69111, 1.16832)
O (-2.49598, 0.56235, -0.14288)
F (1.31089, -1.30624, 0.50822)
S (-1.54190, -0.51175, -0.05955)
H (0.35715, -0.31470, -1.60454)
H (0.06623, 1.43572, -0.97126)

Cartesian forces (eV/Å) of the 6 atoms listed first:
C -1.2 3.6 -2.6
C 1.4 -4.5 1.5
O -1.0 1.2 -1.7
O -1.1 -1.1 -0.6
O -1.5 1.8 0.3
F 0.7 -1.4 0.3

***

C5H6Br2 as an isolated structure at a distorted geometry. Source: the OMol25 dataset; level of theory: wB97M-V/def2-TZVPD.

Output
E_HOMO = -0.311 hartree
Gap between HOMO and LUMO = 9.03 eV
Charge = 0
Energy relative to the best compared isomer or geometry (same formula, charge and spin) = 296.3 kJ/mol

CARTESIAN COORDINATES (ANGSTROEM)
C (0.46388, 0.62988, 0.87984)
C (0.08399, 1.15846, -0.53538)
C (-0.64414, -1.54238, -0.39802)
C (-0.24283, -0.17742, -0.03118)
C (-1.95878, -0.87703, 0.05361)
Br (-2.71299, -1.45593, 1.75061)
Br (-3.20217, -0.38952, -1.23191)
H (1.50976, 0.42165, 0.87972)
H (0.13805, 1.20308, 1.75454)
H (-0.58133, 1.86514, -0.72278)
H (0.83823, 1.03631, -1.33023)
H (-0.48851, -1.82004, -1.55212)
H (-0.20341, -2.21110, 0.22451)

Cartesian forces (eV/Å) of the 6 atoms listed first:
C 1.3 2.0 0.3
C 3.6 -4.1 -0.2
C -0.7 1.6 -4.1
C -5.9 -0.9 -0.2
C 4.0 0.0 0.7
Br 0.5 0.3 -0.7

***

A 7-piece molecular cluster, H14O7 overall at a distorted geometry. Source: the OMol25 dataset; level of theory: wB97M-V/def2-TZVPD.

Output
E_HOMO = -0.413 hartree
Structure (SMILES) = O.O.O.O.O.O.O
Gap between HOMO and LUMO = 11.26 eV
Charge = 0
Energy relative to the best compared isomer or geometry (same formula, charge and spin) = 325.3 kJ/mol

CARTESIAN COORDINATES (ANGSTROEM)
O (-0.00704, 1.29189, -0.66928)
H (-0.91374, 0.86260, -0.83452)
H (0.62129, 0.61487, -0.58661)
O (4.05322, 2.19155, -0.59553)
H (3.90105, 3.06984, -1.09718)
H (4.95144, 1.89189, -0.73068)
O (-4.80800, 0.10692, -0.83271)
H (-5.43982, -0.52326, -0.99023)
H (-4.80409, 0.78141, -1.49422)
O (0.11342, -0.99698, 1.82517)
H (-0.63148, -0.75847, 1.38971)
H (0.46206, -1.61181, 1.18563)
O (3.81697, -1.26883, 0.85259)
H (4.38946, -1.84668, 0.46772)
H (2.93314, -1.66571, 0.66972)
O (-3.54083, 3.03277, -1.01297)
H (-2.97733, 2.63362, -0.42058)
H (-3.00812, 3.87879, -1.10430)
O (0.40535, -3.83853, 1.70978)
H (-0.07908, -3.28007, 1.16370)
H (0.56210, -4.56581, 1.10482)

Cartesian forces (eV/Å) of the 6 atoms listed first:
O -3.7 0.8 -0.6
H 2.3 0.8 0.3
H 1.3 -1.5 0.2
O -1.1 2.1 -1.0
H 0.8 -2.4 1.2
H 0.3 0.3 -0.2

***

C28H35BF4Ge2N2O4RhS as an isolated structure at a distorted geometry. Source: the OMol25 dataset; level of theory: wB97M-V/def2-TZVPD.

Output
E_HOMO (alpha / beta) = -0.367 / -0.424 hartree
Gap between HOMO and LUMO (alpha / beta) = 5.41 / 5.42 eV
2S+1 = 5
Charge = +1
Energy relative to the best compared isomer or geometry (same formula, charge and spin) = 110.0 kJ/mol

CARTESIAN COORDINATES (ANGSTROEM)
Rh (-0.06886, 0.85570, -0.66004)
C (-2.02492, -2.19977, -4.24073)
C (-0.98985, -1.41521, -3.48528)
Ge (-1.71807, -0.11272, -2.20914)
C (-3.01863, 1.00964, -3.18691)
C (-4.01347, 0.23984, -3.97718)
C (-2.85145, -1.11206, -0.96110)
C (-2.37602, -1.88714, 0.04091)
Ge (-0.80887, -0.90188, 0.74237)
C (-1.51770, 0.06138, 2.30536)
C (-1.64688, -0.66981, 3.61854)
C (0.77765, -2.04626, 1.05672)
C (0.61536, -3.19365, 1.98444)
C (-3.05761, -3.11163, 0.60241)
C (-4.02415, -3.82498, -0.15396)
C (-4.82571, -4.82893, 0.46479)
C (-4.75802, -5.02719, 1.85092)
C (-3.75970, -4.36004, 2.58006)
C (-2.89590, -3.47676, 1.94543)
H (-1.50514, -2.97725, -4.82456)
H (-2.56779, -1.62827, -5.01819)
H (-2.74975, -2.72245, -3.59388)
H (-0.23975, -0.92600, -4.14243)
H (-0.41074, -2.09256, -2.81113)
H (-2.39363, 1.72035, -3.77636)
H (-3.46432, 1.62125, -2.36442)
H (-3.66423, -0.06487, -4.98840)
H (-4.90185, 0.92336, -4.13630)
H (-4.44306, -0.65818, -3.46438)
H (-3.94115, -0.94610, -1.05893)
H (-2.46469, 0.48352, 1.88664)
H (-0.79213, 0.89786, 2.37218)
H (-2.55151, -1.25832, 3.64422)
H (-1.69145, 0.08948, 4.42721)
H (-0.79156, -1.31398, 3.88598)
H (1.52297, -1.29413, 1.37482)
H (1.16657, -2.32971, 0.05322)
H (0.11120, -2.94570, 2.96497)
H (1.59195, -3.65251, 2.28897)
H (0.02037, -4.02764, 1.57274)
H (-4.24983, -3.58349, -1.16617)
H (-5.40967, -5.50818, -0.10448)
H (-5.31603, -5.79802, 2.34634)
H (-3.70976, -4.53701, 3.64811)
H (-2.10683, -3.04137, 2.54990)
S (1.44956, -0.44438, -1.78181)
C (2.90066, 0.52275, -1.78143)
N (3.07695, 1.47856, -2.73808)
C (4.28337, 2.12498, -2.91442)
C (5.32873, 1.83593, -2.08006)
C (5.18202, 0.82758, -1.10384)
C (3.97841, 0.14184, -0.99386)
H (2.27784, 1.73194, -3.30052)
H (4.31328, 2.82916, -3.72224)
H (6.28228, 2.38745, -2.25527)
H (6.00981, 0.60034, -0.42887)
H (3.86445, -0.78564, -0.43152)
O (1.49957, 3.09903, -0.70027)
C (1.77945, 2.58446, 0.42898)
O (1.24877, 1.51752, 0.85034)
C (2.84980, 3.19418, 1.32514)
C (3.46526, 4.42134, 1.01658)
C (4.45706, 4.92288, 1.84876)
C (4.85023, 4.29421, 3.02016)
C (4.24657, 3.04651, 3.26521)
C (3.21534, 2.48748, 2.48858)
N (4.72397, 2.27767, 4.33918)
O (5.81717, 2.64740, 4.94594)
O (4.02218, 1.27005, 4.71298)
H (3.15066, 4.95957, 0.13495)
H (4.88946, 5.85813, 1.51857)
H (5.65228, 4.68133, 3.60349)
H (2.73646, 1.54352, 2.72396)
F (-3.23193, 2.46375, -0.32630)
B (-1.99087, 3.15142, -0.45300)
F (-1.33078, 3.03614, -1.70226)
F (-2.02248, 4.45103, 0.06748)
F (-1.06092, 2.41321, 0.54016)

Cartesian forces (eV/Å) of the 6 atoms listed first:
Rh 1.5 1.0 -0.5
C -0.2 -0.8 -1.3
C 1.1 -0.1 1.0
Ge -0.3 0.7 -0.9
C 1.5 1.3 1.5
C -2.2 0.1 -1.0